Formula: C19H16CdN4S2
Source: the OMol25 dataset
Level of theory: wB97M-V/def2-TZVPD

```
42
C19H16CdN4S2 (wB97M-V/def2-TZVPD)
Cd 1.82979 0.34106 -1.37377
C 5.52649 -0.57814 3.16898
S 5.69404 0.36800 1.64312
C 4.07899 0.25909 0.96182
S 3.95021 1.27294 -0.46632
N 3.20696 -0.44660 1.60065
N 1.95893 -0.42142 1.01854
C 1.00658 -0.93435 1.68447
C -0.31687 -0.93823 1.04073
C -1.40476 -1.59964 1.42522
C -2.52847 -1.71643 0.43943
C -2.50057 -1.34057 -1.75502
C -1.26015 -0.46115 -2.07883
N -0.33054 -0.25327 -0.17646
H 6.38745 -0.31699 3.78229
H 5.52131 -1.64655 2.96486
H 4.60325 -0.29868 3.66983
H 1.16869 -1.39063 2.65916
H -1.44708 -2.12296 2.37562
H -3.43367 -2.07257 0.92530
H -3.21675 -1.47177 -2.56211
H -1.25577 0.02604 -3.04981
C -1.03021 4.52700 -0.90586
C -2.29211 4.04956 -0.60374
C -2.49613 2.67827 -0.54047
C -1.42891 1.82854 -0.77647
N -0.20389 2.28926 -1.08111
C -0.02033 3.60411 -1.13951
C -1.52764 0.32956 -0.76234
C -2.80539 -0.48807 -0.48344
C -2.20930 -2.58520 -0.87647
C -0.84336 -3.18048 -1.05746
C 0.21691 -2.43355 -1.37016
C 0.08248 -0.94540 -1.48037
H -0.82486 5.58729 -0.95883
H -3.10986 4.73424 -0.41385
H -3.47008 2.27534 -0.29817
H 0.98296 3.93639 -1.38376
H -3.74213 0.04586 -0.33144
H -2.96816 -3.35493 -0.99990
H -0.73352 -4.25463 -0.93736
H 1.18546 -2.90033 -1.49699
```

**Net charge**: 0
**Energy relative to the best compared isomer or geometry (same formula, charge and spin)**: 77.7 kcal per mole
**E_tot**: -52153.937 eV